Record 1
{
  "formula": "C29H24Cl2IrN6O3S",
  "method": "ωB97M-V/def2-TZVPD",
  "species": ["Ir", "Cl", "C", "C", "C", "N", "C", "O", "C", "C", "C", "C", "C", "N", "C", "C", "C", "Cl", "N", "C", "O", "C", "C", "C", "C", "C", "N", "H", "H", "H", "H", "H", "H", "H", "H", "H", "H", "C", "C", "C", "N", "C", "S", "N", "C", "O", "C", "C", "C", "C", "C", "C", "H", "H", "H", "H", "H", "H", "H", "H", "H", "H", "H", "H", "H", "H"],
  "xyz": [[1.268474, -2.190388, 0.173265], [2.833407, -1.327790, -6.379301], [2.109581, -1.845170, -4.932188], [2.659567, -1.496061, -3.707071], [2.056609, -1.887772, -2.509070], [2.447979, -1.578537, -1.260081], [3.553151, -0.784604, -0.925426], [4.271825, -0.243582, -1.746948], [3.692094, -0.683746, 0.524450], [4.752811, 0.044419, 1.074002], [4.875603, 0.130216, 2.442671], [3.941398, -0.547314, 3.237964], [2.922506, -1.254133, 2.634592], [2.762370, -1.318014, 1.306710], [0.843567, -2.700561, -2.558945], [0.336870, -3.081475, -3.803186], [0.934913, -2.650793, -4.981423], [0.277623, -3.087470, -6.485558], [0.325150, -2.971959, -1.344560], [-0.832433, -3.730122, -1.102928], [-1.535231, -4.189042, -1.985143], [-1.060844, -3.865083, 0.333305], [-2.136530, -4.625749, 0.805963], [-2.323289, -4.767228, 2.161026], [-1.410840, -4.149949, 3.029420], [-0.375083, -3.407042, 2.503640], [-0.189165, -3.234859, 1.186405], [3.560229, -0.897309, -3.651668], [5.447497, 0.508690, 0.392184], [5.681645, 0.691678, 2.890385], [4.018898, -0.530836, 4.313183], [2.207285, -1.798019, 3.237703], [-0.541376, -3.714819, -3.824504], [-2.783946, -5.087060, 0.075181], [-3.148331, -5.346444, 2.549211], [-1.510227, -4.250718, 4.097768], [0.335954, -2.923305, 3.160866], [1.981780, 3.018106, 1.009227], [1.188262, 3.982928, 0.138142], [0.135379, 3.269358, -0.717396], [-0.849448, 2.610447, 0.115147], [-0.946775, 1.312061, 0.324941], [0.152364, 0.257938, -0.475215], [-1.909903, 0.817656, 1.125317], [-3.075905, 1.464581, 1.686398], [-3.492808, 1.034273, 2.719776], [-3.695743, 2.530386, 0.874488], [-3.733982, 2.422091, -0.520494], [-4.400190, 3.372247, -1.275068], [-5.043741, 4.431919, -0.653406], [-5.033356, 4.532800, 0.730569], [-4.380460, 3.578523, 1.497636], [2.733476, 3.569312, 1.565415], [2.484056, 2.266849, 0.401757], [1.339703, 2.509929, 1.727028], [1.868009, 4.510701, -0.529770], [0.693686, 4.721949, 0.769918], [0.612136, 2.518435, -1.350221], [-0.384353, 3.992251, -1.350221], [-1.484887, 3.221927, 0.619555], [-1.784285, -0.136459, 1.446649], [-3.288384, 1.567425, -1.007566], [-4.433287, 3.270927, -2.348301], [-5.577434, 5.158947, -1.245579], [-5.548562, 5.347783, 1.213121], [-4.395058, 3.636663, 2.576264]],
  "forces_ev_per_a": [[-0.38, 0.57, -0.65], [0.02, 0.01, 0.22], [0.99, 0.61, 1.06], [0.44, 0.30, -1.34], [-0.25, 0.09, 0.62], [-0.27, -0.45, -0.87], [0.78, 0.76, -1.91], [-0.59, -0.52, 1.26], [0.35, 0.32, 1.76], [-0.63, -0.48, -0.64], [-0.49, -0.38, 0.57], [0.64, 0.39, -0.39], [-0.17, -0.12, -0.04], [0.62, 0.55, 0.17], [-0.04, 0.23, 0.59], [-0.32, -0.26, -1.33], [-1.01, -0.78, 0.97], [-0.02, -0.03, 0.23], [0.64, 0.12, -0.73], [-0.81, -0.39, -2.03], [0.62, 0.35, 1.38], [-0.53, -0.27, 1.81], [0.67, 0.44, -0.74], [0.47, 0.31, 0.77], [-0.61, -0.43, -0.51], [0.16, 0.16, -0.07], [-0.80, -0.53, 0.21], [-0.18, -0.10, -0.23], [0.08, 0.08, -0.04], [0.03, 0.02, 0.05], [-0.04, -0.01, 0.09], [-0.02, 0.08, -0.09], [0.15, 0.18, -0.22], [-0.06, -0.04, -0.02], [-0.02, -0.02, 0.02], [0.01, 0.02, 0.10], [-0.04, 0.02, -0.10], [0.01, 0.17, -0.04], [-0.14, -0.36, -0.05], [0.61, 0.46, -0.22], [-0.26, -0.32, 0.42], [0.24, 0.15, -0.02], [0.58, -0.90, -0.09], [-0.29, -0.15, 0.25], [0.26, -0.09, -0.17], [-0.08, -0.05, 0.25], [-0.51, 0.23, -0.27], [-0.11, 0.09, 0.14], [0.07, -0.18, 0.01], [0.03, -0.07, 0.15], [0.06, -0.09, 0.03], [0.20, -0.10, -0.04], [0.12, 0.00, 0.13], [0.05, -0.07, -0.05], [-0.03, -0.09, 0.08], [-0.08, 0.12, -0.05], [0.02, 0.15, -0.03], [-0.15, 0.20, 0.01], [-0.02, -0.12, -0.01], [0.00, -0.16, -0.17], [-0.02, 0.23, -0.09], [0.12, -0.04, -0.09], [-0.03, -0.01, -0.11], [-0.01, 0.10, -0.04], [-0.06, 0.06, 0.08], [0.01, 0.00, 0.08]],
  "mulliken_spin": [0.4754, 0.0085, 0.0192, 0.0015, 0.0968, 0.0516, -0.0036, 0.0178, 0.0107, 0.0060, 0.0015, 0.0003, 0.0177, -0.0202, 0.0618, -0.0462, 0.0752, 0.0245, -0.0178, 0.0192, -0.0188, 0.0203, 0.0030, 0.0044, -0.0021, 0.0220, -0.0214, 0.0008, 0.0003, 0.0000, 0.0000, 0.0002, -0.0013, 0.0002, 0.0001, 0.0001, -0.0029, -0.0004, 0.0002, 0.0023, 0.0131, -0.0037, 0.1763, 0.0036, -0.0019, -0.0001, -0.0001, 0.0004, -0.0005, 0.0002, -0.0002, 0.0005, 0.0000, 0.0006, 0.0003, -0.0002, 0.0001, -0.0007, 0.0006, -0.0016, 0.0061, 0.0003, 0.0000, 0.0000, 0.0000, 0.0000],
  "e_homo_ev": [-14.0, -14.1],
  "homo_lumo_gap_ev": [5.32, 5.40],
  "total_charge": 2,
  "multiplicity": 2
}

***

Record 2
{
  "formula": "CH2NO2S",
  "method": "ωB97M-V/def2-TZVPD",
  "species": ["C", "N", "O", "O", "S", "H", "H"],
  "xyz": [[-1.440147, -0.031157, -0.119764], [1.546425, 0.117359, 0.155449], [-1.912611, 1.073229, -0.117004], [0.584909, 0.389789, 1.226762], [-1.614067, -1.586226, -0.379786], [1.465518, 0.818369, -0.563295], [1.369972, -0.781364, -0.202360]],
  "forces_ev_per_a": [[-1.66, 3.84, 1.27], [0.40, 1.37, 2.39], [1.79, -2.60, -0.21], [-0.25, -0.63, -2.17], [0.66, -0.84, -0.21], [-0.40, 0.11, -0.34], [-0.54, -1.26, -0.73]],
  "nbo_charge": [0.4777, -0.6047, -0.5359, -0.7451, -0.1839, 0.2904, 0.3014],
  "e_homo_ev": [-2.2, -2.2],
  "homo_lumo_gap_ev": [5.59, 5.59],
  "total_charge": -1,
  "relative_energy_kj_mol": 292.05,
  "multiplicity": 1
}

***

Record 3
{
  "formula": "C16H48O8",
  "method": "ωB97M-V/def2-TZVPD",
  "species": ["C", "C", "O", "H", "H", "H", "H", "H", "H", "C", "C", "O", "H", "H", "H", "H", "H", "H", "C", "C", "O", "H", "H", "H", "H", "H", "H", "C", "C", "O", "H", "H", "H", "H", "H", "H", "C", "C", "O", "H", "H", "H", "H", "H", "H", "C", "C", "O", "H", "H", "H", "H", "H", "H", "C", "C", "O", "H", "H", "H", "H", "H", "H", "C", "C", "O", "H", "H", "H", "H", "H", "H"],
  "xyz": [[0.821566, -2.131617, -3.145833], [-0.038868, -1.503562, -4.231910], [-0.840990, -0.460342, -3.701880], [1.631727, -1.487462, -2.810149], [1.267943, -3.015394, -3.602599], [0.111045, -2.376530, -2.356694], [-0.635436, -2.303180, -4.686797], [0.566335, -1.102576, -5.054218], [-1.174690, 0.053167, -4.444313], [4.976841, -2.360041, -1.147224], [5.040786, -1.707667, -2.523573], [6.178022, -2.022136, -3.296722], [5.837285, -2.049608, -0.546411], [5.079872, -3.439058, -1.266214], [4.068082, -2.110145, -0.604144], [4.794641, -0.641061, -2.472421], [4.224181, -2.137349, -3.116239], [6.914147, -1.456757, -3.042811], [-5.144227, -1.082173, 1.333877], [-4.743333, -1.809639, 2.602547], [-3.327998, -1.657835, 2.759417], [-6.244126, -1.141844, 1.318729], [-4.810039, -1.570688, 0.422892], [-4.922530, -0.017756, 1.347569], [-5.020895, -2.866275, 2.521242], [-5.329950, -1.433859, 3.448988], [-3.013848, -2.436349, 3.231086], [2.024410, 0.389793, 5.103669], [1.896492, 1.004439, 3.717163], [2.424135, 2.324656, 3.722800], [3.020559, 0.011311, 5.326295], [1.380570, -0.499586, 5.142248], [1.666228, 1.044187, 5.896911], [0.876548, 1.091061, 3.337478], [2.432773, 0.312747, 3.059651], [1.765141, 2.983062, 3.504111], [-2.048689, 0.776504, 4.926073], [-3.484561, 1.256100, 5.065471], [-3.498451, 2.667221, 5.287328], [-1.338937, 1.280433, 5.583038], [-1.611579, 0.941028, 3.938002], [-2.090569, -0.302921, 5.083156], [-3.955766, 0.728251, 5.900317], [-4.005442, 1.054547, 4.121773], [-4.392716, 2.898047, 5.554981], [2.582317, 1.844259, -3.304999], [2.812962, 1.907434, -4.819517], [3.967650, 2.720284, -5.014708], [2.363434, 2.779002, -2.792519], [3.504429, 1.538455, -2.786762], [1.935177, 1.026387, -2.968506], [1.951372, 2.376043, -5.289813], [3.026939, 0.913172, -5.220862], [4.741945, 2.197316, -4.794290], [0.993858, -0.188722, 0.187172], [-0.212567, -0.950137, 0.672930], [-0.951213, -0.198961, 1.617838], [0.640099, 0.624620, -0.454276], [1.601712, -0.802694, -0.476450], [1.544981, 0.236138, 1.022014], [0.054467, -1.941768, 1.066153], [-0.850067, -1.209872, -0.186718], [-1.560688, -0.798470, 2.061082], [-2.623328, 2.325052, -2.665797], [-3.154675, 1.365882, -1.613911], [-3.159824, 0.034604, -2.079910], [-3.222186, 2.176655, -3.566939], [-1.593092, 2.035992, -2.902509], [-2.594635, 3.368557, -2.359030], [-4.201313, 1.593331, -1.393398], [-2.621829, 1.514099, -0.666030], [-2.301615, -0.179797, -2.476907]],
  "forces_ev_per_a": [[-0.54, 0.28, -0.80], [0.65, -0.19, -0.57], [-0.03, 0.07, 0.03], [-0.18, 0.14, 0.18], [-0.03, -0.21, 0.37], [0.46, -0.26, 0.34], [-0.30, 0.15, 0.17], [0.16, 0.00, 0.14], [-0.11, 0.05, 0.09], [1.06, 0.02, -0.19], [-1.50, -0.51, -0.26], [0.41, 0.29, 0.20], [-0.12, 0.11, 0.10], [-0.23, -0.03, 0.07], [-0.10, 0.00, -0.10], [0.50, 0.12, 0.03], [-0.06, 0.09, 0.07], [0.00, -0.06, 0.09], [-1.44, -0.31, 0.36], [-0.01, 0.17, -0.78], [-0.09, -0.45, 0.50], [0.12, 0.08, -0.19], [0.40, 0.15, 0.03], [0.41, -0.05, 0.00], [0.22, -0.01, -0.11], [0.44, 0.26, 0.15], [0.11, 0.13, 0.08], [-0.98, -0.66, 0.03], [-0.29, 0.26, 0.47], [1.06, 0.00, -0.14], [0.18, 0.41, -0.05], [0.02, 0.04, -0.04], [0.18, 0.17, -0.04], [-0.15, -0.56, 0.31], [0.20, 0.54, -0.40], [-0.24, -0.22, -0.09], [0.10, -0.08, -0.44], [0.60, 0.44, -0.37], [-0.10, -0.11, 0.19], [-0.35, -0.22, 0.54], [-0.43, 0.00, -0.17], [0.47, 0.02, 0.13], [-0.13, 0.05, -0.08], [-0.17, -0.28, 0.22], [0.05, 0.17, -0.05], [0.66, -1.23, 0.82], [0.63, 0.23, 1.61], [-0.19, 0.41, -0.74], [-0.52, 0.15, -0.50], [0.28, 0.07, -0.47], [-0.62, 0.40, -0.31], [0.21, -0.02, -0.37], [-0.47, -0.03, -0.08], [-0.01, -0.03, 0.05], [-0.57, 0.45, -0.39], [-0.44, -0.95, -0.46], [0.43, 0.11, 0.06], [0.08, 0.19, 0.21], [0.22, -0.16, 0.31], [0.25, -0.12, -0.10], [0.28, 0.22, 0.33], [-0.03, 0.27, -0.04], [-0.37, 0.13, -0.05], [0.27, -0.61, -0.22], [-0.39, 0.57, 0.22], [0.14, -0.19, 0.10], [0.03, 0.35, -0.06], [0.00, 0.09, -0.02], [-0.25, 0.01, 0.05], [0.01, 0.05, -0.04], [0.20, -0.37, -0.05], [-0.03, 0.02, 0.11]],
  "mulliken_charge": [-0.5468, -0.5019, -0.4081, -0.1267, 0.4176, 0.2098, 0.3682, 0.3475, 0.2215, -0.8905, 0.2131, -0.5552, 0.3211, 0.2794, 0.1976, 0.0499, 0.0960, 0.3128, -1.1122, -0.3361, -0.4137, 0.3871, 0.3170, 0.2654, 0.3682, 0.2705, 0.2331, -1.1471, 0.3834, -0.5813, 0.3320, 0.2809, 0.3103, -0.0073, 0.1438, 0.3235, -0.6180, -0.2456, -0.5347, 0.3922, -0.0666, 0.3150, 0.2920, 0.1390, 0.2957, -0.5396, -0.2850, -0.5413, 0.3346, 0.1946, -0.0253, 0.2684, 0.2449, 0.3059, -0.2164, -0.2676, -0.4017, 0.1145, -0.0831, 0.0716, 0.3823, 0.2088, 0.1791, -0.9839, 0.0475, -0.5402, 0.2700, 0.0853, 0.3937, 0.3558, 0.0588, 0.3764],
  "e_homo_ev": -9.7,
  "homo_lumo_gap_ev": 10.22,
  "total_charge": 0,
  "relative_energy_kj_mol": 272.41,
  "smiles": "CCO.CCO.CCO.CCO.CCO.CCO.CCO.CCO",
  "multiplicity": 1
}

***

Record 4
{
  "formula": "C20H9Cl3N2O7PdS2",
  "method": "ωB97M-V/def2-TZVPD",
  "species": ["Pd", "Cl", "C", "C", "C", "Cl", "C", "O", "C", "Cl", "C", "H", "H", "O", "C", "O", "C", "C", "C", "N", "C", "C", "C", "O", "O", "H", "H", "H", "O", "S", "O", "N", "C", "S", "C", "C", "C", "C", "C", "C", "H", "H", "H", "H"],
  "xyz": [[-0.822055, -0.521077, 0.235402], [-7.328539, 2.640693, 1.685378], [-5.678790, 2.049164, 1.630161], [-5.011814, 1.988382, 0.421821], [-3.709887, 1.524242, 0.385433], [-2.882247, 1.526145, -1.136219], [-3.008947, 1.080190, 1.534381], [-1.795352, 0.657114, 1.563364], [-3.757723, 1.183363, 2.735952], [-2.984426, 0.687453, 4.211407], [-5.054087, 1.653246, 2.798234], [-5.491677, 2.305413, -0.493183], [-5.566896, 1.699495, 3.748383], [2.530362, -4.968214, -3.949331], [1.318255, -5.016959, -3.658707], [0.438543, -5.825230, -4.005617], [0.837346, -3.894763, -2.699323], [1.724534, -2.931042, -2.239382], [1.285594, -1.936968, -1.386805], [0.016060, -1.873229, -0.981988], [-0.859677, -2.799878, -1.411263], [-0.482048, -3.814451, -2.266963], [-2.270420, -2.649690, -0.876746], [-3.142388, -3.430518, -1.207295], [-2.429415, -1.656387, -0.056028], [2.755190, -2.979581, -2.561640], [1.947829, -1.173900, -1.006438], [-1.211135, -4.541211, -2.594779], [1.174864, 0.964683, 3.009349], [1.800014, 0.432489, 1.835180], [2.302914, -0.912761, 1.885775], [0.867437, 0.635263, 0.480826], [1.398139, 1.472956, -0.419295], [0.783943, 1.837355, -1.908241], [2.698577, 2.041590, 0.061133], [3.522033, 2.950298, -0.583917], [4.699090, 3.332800, 0.042349], [5.050993, 2.817546, 1.289454], [4.226759, 1.907128, 1.935521], [3.060681, 1.541199, 1.292158], [3.229633, 3.331700, -1.553301], [5.358670, 4.040546, -0.444632], [5.977060, 3.129380, 1.756371], [4.483001, 1.496027, 2.903058]],
  "forces_ev_per_a": [[-0.11, 0.04, -0.03], [0.00, 0.00, 0.00], [0.01, 0.00, 0.00], [0.00, 0.00, 0.00], [0.00, -0.01, -0.02], [0.01, 0.02, -0.03], [-0.06, -0.10, 0.02], [0.12, 0.10, 0.03], [0.01, 0.00, -0.01], [0.00, 0.00, 0.00], [0.00, 0.00, 0.00], [0.00, 0.00, 0.00], [0.00, 0.00, 0.00], [-0.01, 0.02, -0.02], [0.02, -0.05, 0.05], [-0.01, 0.02, -0.02], [0.00, 0.01, -0.02], [-0.01, 0.00, 0.00], [0.01, 0.00, 0.00], [0.04, 0.00, 0.00], [0.00, 0.01, -0.01], [-0.01, 0.00, 0.00], [0.01, -0.04, 0.03], [-0.01, 0.01, -0.01], [0.00, 0.04, 0.02], [0.00, 0.00, 0.00], [0.00, 0.01, 0.02], [0.00, 0.00, 0.00], [-0.01, -0.03, 0.00], [-0.05, 0.06, 0.01], [0.02, -0.02, 0.00], [0.04, -0.04, -0.02], [-0.01, -0.01, 0.03], [-0.02, -0.02, -0.01], [0.00, 0.00, 0.00], [0.00, 0.00, 0.00], [0.00, 0.00, 0.00], [0.00, 0.00, 0.00], [0.00, 0.00, 0.00], [0.01, -0.01, 0.01], [0.00, 0.00, 0.00], [0.00, 0.00, 0.00], [0.00, 0.00, 0.00], [0.00, 0.00, 0.00]],
  "nbo_charge": [0.9830, -0.0625, -0.0662, -0.2500, -0.1237, 0.0119, 0.4052, -0.7433, -0.1170, -0.0118, -0.2581, 0.2262, 0.2234, -0.7623, 0.7332, -0.7486, -0.0511, -0.2284, 0.0483, -0.4279, 0.0803, -0.1972, 0.7465, -0.6396, -0.7085, 0.2448, 0.2085, 0.2644, -0.9169, 2.3119, -0.9357, -0.8435, 0.0627, -0.1814, -0.0093, -0.1974, -0.2138, -0.2160, -0.1792, -0.3342, 0.2419, 0.2042, 0.2040, 0.2234],
  "e_homo_ev": -3.2,
  "homo_lumo_gap_ev": 7.13,
  "total_charge": -2,
  "relative_energy_kj_mol": 0.00,
  "multiplicity": 1
}

***

Number 1: E -3096.1955 Ha. Number 2: E -642.6716 Ha. Number 3: E -1240.2043 Ha. Number 4: E -3708.7820 Ha.